This record from OMol25 describes the molecule C3H4BrNO2 in a non-equilibrium geometry. The level of theory is ωB97M-V with the def2-TZVPD basis set.

XYZ file:
```
11
Properties=species:S:1:pos:R:3:forces:R:3
Br -3.625 -0.009 -0.089 1.429 0.667 0.024
O 0.506 1.817 -0.071 0.570 -1.090 0.318
O -0.761 -1.493 0.000 -0.362 1.047 0.070
N -1.832 0.565 0.125 -0.772 -2.006 0.242
C -0.792 -0.276 0.043 0.146 -0.911 0.344
C 0.564 0.610 0.028 -1.663 -0.664 -1.008
C 1.622 -0.397 -0.022 3.829 -0.954 0.304
H 1.629 -0.947 0.941 -0.294 0.336 -0.264
H 2.729 -0.051 -0.111 -2.123 -0.166 -0.218
H -1.433 1.432 -0.111 -0.918 2.332 -0.383
H 1.395 -1.251 -0.732 0.160 1.408 0.572
```
Positions in Å, forces in eV/Å.

For the energy above the lowest of the compared OMol25 structures with the same formula, charge and spin, the calculation gives 0.811 eV. The SMILES is CC(=O)C(=O)NBr. The value obtained for the gap between HOMO and LUMO is 9.5 eV. The calculation puts the max |F| at 3.96 eV Å⁻¹.


This record from OMol25 describes a 2-piece molecular cluster, C4H10NO2 overall in a non-equilibrium geometry. The level of theory is ωB97M-V with the def2-TZVPD basis set.

XYZ file:
```
17
Properties=species:S:1:pos:R:3:forces:R:3
O 0.578 -1.563 1.002 0.288 0.374 -2.677
O -1.638 -1.312 -0.538 2.129 2.404 -1.775
N -2.408 1.961 0.884 -1.827 -0.473 -1.838
C -0.993 -0.501 -1.259 -5.564 -0.909 -1.422
C 2.427 -0.170 0.412 -0.457 1.012 0.638
C 0.367 -0.216 -1.118 4.209 -0.530 3.801
C 1.261 -0.999 -0.152 -2.633 2.189 1.984
H -0.364 -1.572 0.733 0.146 -0.475 0.709
H -2.567 1.809 1.885 -0.326 0.606 -0.400
H -3.277 2.399 0.370 2.128 -0.800 1.914
H 2.085 0.548 1.198 -0.089 -0.765 -0.656
H 2.847 0.434 -0.372 0.629 0.002 -0.392
H 3.137 -0.835 0.881 0.227 -0.124 -0.159
H -2.440 0.998 0.512 0.048 0.509 0.267
H -1.501 0.085 -2.154 0.557 -1.340 1.723
H 1.677 -1.766 -0.770 0.654 -1.235 -0.994
H 0.808 0.701 -1.516 -0.118 -0.445 -0.724
```
Positions in Å, forces in eV/Å.

For the energy above the lowest of the compared OMol25 structures with the same formula, charge and spin, the calculation gives 6.363 eV. Its net charge is +1. The value obtained for the gap between HOMO and LUMO is 4.5 eV. The calculation puts the max |F| at 5.81 eV Å⁻¹.


This record from OMol25 describes the molecule C7H13NOS2 in a non-equilibrium geometry. The level of theory is ωB97M-V with the def2-TZVPD basis set.

XYZ file:
```
24
Properties=species:S:1:pos:R:3:forces:R:3
S -1.134 -1.806 1.413 -0.018 0.039 -0.308
S 2.415 0.496 -2.474 -0.829 0.936 0.172
O -2.425 -1.770 0.646 0.596 0.003 0.298
N 0.471 2.492 -2.036 1.585 -1.735 -0.331
C 1.549 -2.282 0.659 0.650 -0.869 -0.814
C -0.749 2.699 -1.252 0.635 -0.951 -0.789
C -0.522 -0.069 1.467 -0.090 -1.319 0.690
C 1.290 1.616 -2.199 -0.683 0.836 0.010
C -0.592 2.022 0.091 -0.077 0.406 0.450
C -0.528 0.485 0.051 -0.406 1.215 0.758
C 0.106 -2.557 0.293 -0.666 -0.107 -0.649
H -1.394 0.116 -0.504 -0.030 -0.195 0.206
H -0.120 -2.250 -0.748 -0.107 -0.013 0.574
H 1.708 -2.591 1.669 0.349 -0.151 0.844
H 1.893 -1.257 0.548 -0.336 0.174 -0.069
H -1.402 2.393 0.744 0.108 -0.420 -0.186
H -1.313 0.330 2.118 0.322 0.373 -0.254
H 0.442 -0.104 2.070 -1.007 0.330 -1.033
H -0.183 -3.628 0.381 0.499 0.574 -0.152
H 0.326 2.416 0.527 0.126 0.004 0.176
H 0.361 0.145 -0.440 0.495 -0.085 -0.433
H 2.241 -2.893 0.022 -0.662 0.399 0.487
H -1.542 2.235 -1.844 -0.227 0.199 0.131
H -0.898 3.763 -1.202 -0.225 0.360 0.221
```
Positions in Å, forces in eV/Å.

For the energy above the lowest of the compared OMol25 structures with the same formula, charge and spin, the calculation gives 0.546 eV. The value obtained for the gap between HOMO and LUMO is 9.5 eV. The calculation puts the max |F| at 2.37 eV Å⁻¹.


This record from OMol25 describes a 30-piece molecular cluster, H60O30 overall in a non-equilibrium geometry. The level of theory is ωB97M-V with the def2-TZVPD basis set.

XYZ file:
```
90
Properties=species:S:1:pos:R:3:forces:R:3
O -3.569 0.007 -2.346 0.529 -0.013 -0.733
O -4.715 -2.126 -0.984 -0.047 0.248 0.077
O 3.788 -0.159 3.807 -0.142 -0.052 0.304
O 1.990 0.040 -3.879 0.676 0.757 0.065
O 4.365 2.729 -0.517 0.033 0.155 0.044
O -2.243 -4.836 -3.326 -0.701 -0.463 -0.266
O 1.195 2.760 4.318 0.098 -0.385 0.002
O -2.116 2.935 -4.048 -0.230 0.098 -0.456
O -0.378 -1.270 -3.844 0.089 -0.054 -0.481
O 1.691 -4.599 1.189 -0.049 -0.358 -0.347
O 1.258 1.095 1.637 -0.040 -0.129 0.304
O 0.311 -2.497 5.766 0.159 -0.617 0.081
O -3.377 1.938 -0.628 -0.575 -0.108 0.043
O -0.154 -0.656 0.150 0.303 -1.076 0.125
O 2.421 -2.845 3.925 0.386 -0.235 -0.867
O 0.282 3.064 -2.439 0.520 1.145 0.092
O 1.567 0.291 5.827 -0.258 -0.102 0.545
O -0.873 0.737 -2.296 1.001 0.558 0.947
O 0.098 5.006 2.853 -0.651 -0.114 0.296
O -2.451 0.357 -6.113 0.232 -0.376 -0.339
O 2.435 4.240 0.977 -0.524 0.067 0.655
O -1.865 2.168 2.262 -0.117 -0.349 0.030
O -3.999 0.014 2.306 -0.415 0.027 -0.159
O -0.924 -0.425 3.989 -0.002 -0.362 0.175
O -0.174 -3.670 -2.217 -0.307 0.948 -0.507
O -3.683 -1.587 -4.446 0.030 -0.907 -0.328
O 1.960 -2.501 -1.157 0.648 -0.072 -0.043
O 4.132 0.165 0.922 -0.226 0.164 -0.138
O 0.609 -6.032 -1.015 -0.138 -0.021 -0.563
O -1.396 3.838 -0.459 -0.388 0.070 0.574
H 0.201 -1.675 5.289 -0.361 0.554 -0.313
H -3.608 0.680 -1.667 -0.153 0.903 0.605
H 0.466 3.329 4.071 -0.324 0.310 -0.360
H 2.366 5.055 0.479 0.027 0.228 -0.167
H -2.010 0.349 -5.263 0.102 0.470 0.419
H -3.164 -1.103 -5.089 -0.370 0.073 -0.306
H -4.039 -0.738 -1.973 -0.401 -0.712 0.621
H 0.106 -0.003 0.800 -0.025 0.393 0.198
H 0.072 2.155 -2.224 -0.479 -0.932 0.161
H 1.319 -6.359 -1.567 0.149 -0.311 -0.197
H -1.561 2.949 -3.268 0.473 -0.011 0.232
H -0.717 3.921 -1.129 0.651 -0.213 -0.601
H -3.010 2.949 -3.706 -0.349 -0.115 -0.033
H 1.034 -5.423 -0.411 -0.052 0.149 0.918
H 2.787 -1.965 3.832 0.302 0.292 0.065
H -2.336 1.251 -6.435 -0.029 0.288 0.011
H -0.998 0.326 4.578 -0.133 0.197 0.171
H 1.384 2.992 5.227 0.211 -0.037 0.385
H 1.771 -3.821 1.741 -0.083 0.296 0.624
H 1.224 0.807 5.098 0.026 0.290 -0.370
H 2.894 -2.360 -1.000 0.206 -0.041 -0.196
H -1.404 2.687 1.604 0.145 0.341 -0.452
H 0.718 4.679 2.200 0.522 -0.193 -0.478
H 2.008 0.573 1.353 0.306 -0.135 -0.243
H -2.760 2.658 -0.754 0.561 0.399 -0.034
H 2.376 -0.093 5.490 0.345 -0.057 -0.165
H 4.741 -0.183 3.711 0.252 -0.116 0.158
H -3.169 1.593 0.241 -0.096 -0.210 0.403
H -1.587 2.539 3.099 -0.075 0.140 0.198
H 5.003 0.478 1.168 0.380 0.122 0.248
H -0.416 0.079 -2.820 -0.270 -0.355 -0.292
H 2.625 3.572 0.318 0.366 -0.196 -0.448
H -1.882 4.662 -0.506 -0.192 0.323 0.181
H -3.357 0.724 2.296 0.356 0.270 0.181
H -5.456 -2.579 -1.386 -0.242 -0.112 -0.181
H 0.806 3.007 -3.238 0.170 0.142 -0.230
H 0.207 -4.468 -1.850 0.052 -0.899 0.256
H 0.363 -2.962 -1.860 0.183 0.064 0.082
H -0.368 -0.145 -0.631 -0.317 0.404 -0.603
H 2.422 -4.533 0.575 0.382 0.118 0.014
H 0.645 5.260 3.596 0.235 0.318 0.091
H 1.600 1.986 1.711 -0.020 0.482 0.227
H -0.411 -0.100 3.248 0.147 0.195 -0.402
H 4.286 -0.408 0.171 -0.037 -0.348 -0.215
H -1.834 -5.077 -4.157 -0.044 -0.060 -0.181
H -4.053 -2.808 -0.865 0.300 -0.235 0.008
H -1.562 -4.358 -2.853 0.179 0.279 0.227
H 1.112 -0.298 -3.705 -0.127 -0.505 -0.095
H 4.921 2.786 -1.293 0.064 0.188 -0.293
H 3.467 0.088 2.940 -0.169 0.121 -0.251
H -0.476 -1.342 -4.794 -0.100 0.041 -0.418
H 0.268 -2.247 6.689 0.097 0.058 0.207
H -3.475 -0.783 2.391 0.176 -0.213 0.051
H -0.587 -2.143 -3.514 -0.217 -0.718 0.414
H -1.792 0.471 -2.324 -1.114 -0.338 -0.075
H -3.558 -1.107 -3.627 0.047 0.305 -0.119
H 1.523 -1.997 -0.471 -0.694 0.531 0.547
H 1.824 -2.778 4.670 -0.620 -0.198 0.607
H 2.499 -0.732 -4.129 0.045 -0.178 -0.055
H 4.364 1.799 -0.289 -0.255 -0.289 0.127
```
Positions in Å, forces in eV/Å.

For the energy above the lowest of the compared OMol25 structures with the same formula, charge and spin, the calculation gives 3.555 eV. The value obtained for the gap between HOMO and LUMO is 8.5 eV. The calculation puts the max |F| at 1.49 eV Å⁻¹.